Record 1
The following is a DFT calculation (the ωB97M-V functional and the def2-TZVPD basis) of the molecule C9H13NO in a non-equilibrium geometry.

Summary:
HOMO-LUMO gap (spin up / spin down): 7.51 / 8.13 eV
LUMO (spin up / spin down): 0.82 / -1.08 eV
M: 151.21 g mol⁻¹
Strongest force on any atom: 5.79 eV/Å
Spin multiplicity: 3
Energy above the lowest of the compared OMol25 structures with the same formula, charge and spin: 21.05 kcal/mol
Charge: 0

Bonds (Å) are listed after each position.
Element x y z (Å)
1 C -1.0720 -1.0695 -0.2467  C3 1.770, C4 1.343
2 C 2.7225 -0.3142 0.4797  C5 1.571, N10 1.322, O11 1.200
3 C 0.4811 -0.9918 0.5996  C1 1.770, N10 1.321, H12 1.047
4 C -2.3533 -0.7918 0.0457  C1 1.343, C8 1.484, C9 1.526
5 C 3.4615 0.8743 -0.2332  C2 1.571, C6 1.553, H13 1.121, H14 1.061
6 C 2.3412 1.7866 -0.8039  C5 1.553, C7 1.563, H15 1.104, H16 1.136
7 C 1.0287 0.9812 -0.5387  C6 1.563, N10 1.438, H17 1.054, H18 1.115
8 C -2.7290 -0.4749 1.4459  C4 1.484, H19 1.150, H20 1.132, H21 1.163
9 C -3.4959 -1.0132 -0.9414  C4 1.526, H22 1.119, H23 1.072, H24 1.054
10 N 1.4463 -0.2076 0.1536  C2 1.322, C3 1.321, C7 1.438
11 O 3.2824 -1.2029 1.0605  C2 1.200
12 H 0.6674 -1.9319 1.0200  C3 1.047
13 H 4.0573 1.4503 0.5215  C5 1.121
14 H 4.1130 0.4463 -0.9535  C5 1.061
15 H 2.5590 2.7302 -0.2748  C6 1.104
16 H 2.5431 2.0135 -1.8990  C6 1.136
17 H 0.4070 1.5067 0.1312  C7 1.054
18 H 0.5797 0.7782 -1.5390  C7 1.115
19 H -2.3156 0.5218 1.8437  C8 1.150
20 H -3.8586 -0.5067 1.3827  C8 1.132
21 H -2.5736 -1.2366 2.3106  C8 1.163
22 H -3.0285 -1.4593 -1.8551  C9 1.119
23 H -4.0936 -0.1380 -1.1035  C9 1.072
24 H -4.1702 -1.7506 -0.6062  C9 1.054

=====

Record 2
The following is a DFT calculation (the ωB97M-V functional and the def2-TZVPD basis) of a cluster of 2 separate species, C9H13NO2 in total in a non-equilibrium geometry.

Summary:
SMILES: Cc1ccc(O)cc1.CC(N)=O
HOMO-LUMO gap: 9.04 eV
LUMO: 0.55 eV
M: 167.21 g mol⁻¹
Strongest force on any atom: 2.26 eV/Å
Energy above the lowest of the compared OMol25 structures with the same formula, charge and spin: 15.44 kcal/mol
Charge: 0

Bonds (Å) are listed after each position.
Element x y z (Å)
1 C 0.5329 3.5722 1.4489  C2 1.537, H7 1.085, H8 1.084, H9 1.096
2 C -0.7122 4.3478 0.9897  C1 1.537, O3 1.201, N4 1.394
3 O -0.7493 5.1786 0.1237  C2 1.201
4 N -1.8451 3.8410 1.6237  C2 1.394, H5 1.009, H6 1.007
5 H -2.7284 4.2123 1.3075  N4 1.009
6 H -1.8652 2.8417 1.7458  N4 1.007
7 H 0.9933 3.2014 0.5389  C1 1.085
8 H 0.2932 2.9070 2.2704  C1 1.084
9 H 1.1675 4.3631 1.8654  C1 1.096
10 C 1.9090 -0.5899 -1.7676  C16 1.520, H23 1.093, H24 1.089, H25 1.090
11 C -0.9300 -3.2846 -0.0486  C12 1.392, C13 1.380, O17 1.373
12 C 0.3390 -3.1443 0.5048  C11 1.392, C14 1.386, H19 1.074
13 C -1.3182 -2.4939 -1.1114  C11 1.380, C15 1.395, H20 1.084
14 C 1.2798 -2.3384 -0.1178  C12 1.386, C16 1.401, H21 1.081
15 C -0.4344 -1.5574 -1.6489  C13 1.395, C16 1.382, H22 1.080
16 C 0.8553 -1.4995 -1.1562  C10 1.520, C14 1.401, C15 1.382
17 O -1.7365 -4.3435 0.2887  C11 1.373, H18 0.968
18 H -1.3881 -4.7745 1.0828  O17 0.968
19 H 0.6774 -3.6461 1.3918  C12 1.074
20 H -2.2874 -2.7221 -1.5390  C13 1.084
21 H 2.2830 -2.2716 0.2801  C14 1.081
22 H -0.8069 -0.8309 -2.3551  C15 1.080
23 H 1.4632 0.2663 -2.2798  C10 1.093
24 H 2.5399 -1.1415 -2.4632  C10 1.089
25 H 2.4685 -0.0932 -0.9745  C10 1.090